(1)
Below is a 2-piece molecular cluster, CH4O2 overall at a distorted geometry, with properties calculated with ωB97M-V with the def2-TZVPD basis set.

Results
Orbital gap: 10.7 eV
ΔE to the lowest compared entry with this formula, charge and spin: 8.9 kcal/mol
E: -5195.639 eV
SMILES: C=O.O
Multiplicity: 1
E_HOMO: -10.2482 eV

Last column: Mulliken charge in e.
Atoms and positions in Å:
O (-1.337, 1.575, -1.107)  -0.434
C (-0.953, 0.371, -0.985)  -0.029
H (-0.664, -0.213, -1.891)  0.224
H (-0.996, -0.186, -0.019)  0.240
O (1.122, -0.860, 1.400)  -0.664
H (0.991, 0.001, 1.857)  0.335
H (1.837, -0.688, 0.746)  0.327

Cartesian forces, eV/Å:
O 1.66 -4.55 0.66
C -1.92 3.66 -0.67
H 0.08 0.34 0.44
H 0.16 0.52 -0.44
O 0.53 1.05 -0.27
H 0.20 -0.88 -0.47
H -0.71 -0.14 0.74

(2)
Below is C28H41FeN6OS2Si2 as an isolated structure, with properties calculated with ωB97M-V with the def2-TZVPD basis set.

Results
Orbital gap (spin up / spin down): 5.2 / 5.3 eV
⟨S²⟩: 6.017
ΔE to the lowest compared entry with this formula, charge and spin: 15.7 kcal/mol
Net charge: -1
E: -112507.653 eV
Multiplicity: 5
E_HOMO (spin up / spin down): -3.0178 / -3.1339 eV

Last column: Löwdin spin population.
Atoms and positions in Å:
Fe (0.035, 0.208, -0.391)  3.708
C (3.915, 4.206, -1.647)  0.002
S (2.616, 3.831, -2.832)  0.005
C (1.969, 2.302, -2.221)  0.009
S (2.382, 1.651, -0.722)  0.037
N (1.139, 1.779, -3.096)  0.001
N (0.435, 0.728, -2.606)  0.021
C (0.027, -0.105, -3.479)  -0.001
C (-0.856, -1.180, -3.067)  -0.001
C (-1.395, -2.056, -4.001)  0.001
C (-2.247, -3.057, -3.573)  -0.003
C (-2.544, -3.143, -2.226)  0.000
C (-1.971, -2.222, -1.362)  0.000
N (-1.135, -1.267, -1.760)  0.023
H (4.173, 5.253, -1.804)  0.000
H (3.549, 4.069, -0.631)  0.001
H (4.794, 3.585, -1.807)  0.000
H (0.279, 0.015, -4.530)  0.000
H (-1.144, -1.936, -5.047)  0.000
H (-2.679, -3.752, -4.282)  0.000
H (-3.217, -3.896, -1.838)  0.000
H (-2.185, -2.229, -0.304)  0.000
C (1.459, 0.097, 4.318)  0.002
Si (1.814, 0.730, 2.551)  0.010
C (2.743, 2.379, 2.712)  0.002
C (3.081, -0.494, 1.861)  0.000
N (0.388, 0.842, 1.580)  0.045
C (-0.528, 1.813, 1.986)  0.003
C (-0.425, 2.519, 3.190)  0.004
C (-1.345, 3.486, 3.590)  0.004
C (-2.411, 3.762, 2.765)  0.003
C (-2.544, 3.070, 1.563)  0.005
C (-1.637, 2.097, 1.126)  0.004
N (-1.734, 1.373, -0.058)  0.061
Si (-3.064, 1.471, -1.146)  0.011
C (-4.134, -0.109, -1.082)  0.001
C (-4.437, 2.780, -0.951)  0.002
C (-2.568, 1.816, -2.945)  0.000
H (2.108, -0.748, 4.567)  0.000
H (0.421, -0.232, 4.411)  0.000
H (1.617, 0.870, 5.076)  0.000
H (2.993, 2.600, 3.754)  0.000
H (2.135, 3.201, 2.327)  0.000
H (3.669, 2.353, 2.132)  0.000
H (4.080, -0.085, 2.045)  0.000
H (2.991, -0.655, 0.791)  0.000
H (3.029, -1.466, 2.360)  0.000
H (0.404, 2.322, 3.861)  0.000
H (-1.208, 4.005, 4.532)  0.000
H (-3.151, 4.509, 3.034)  0.000
H (-3.390, 3.322, 0.948)  0.000
H (-3.747, -0.815, -0.348)  0.000
H (-4.231, -0.621, -2.044)  0.000
H (-5.141, 0.167, -0.753)  0.000
H (-5.023, 2.683, -0.035)  0.000
H (-5.112, 2.590, -1.794)  0.000
H (-4.080, 3.810, -1.034)  0.000
H (-2.625, 0.937, -3.594)  0.000
H (-1.570, 2.245, -3.032)  0.000
H (-3.272, 2.554, -3.341)  0.000
O (-1.122, -1.608, 1.475)  0.014
C (-0.085, -2.195, 2.244)  0.001
C (0.037, -3.668, 1.929)  0.000
C (0.263, -3.974, 0.448)  0.000
C (1.530, -3.450, -0.176)  0.001
C (2.616, -4.313, -0.316)  0.001
C (3.747, -3.898, -0.995)  -0.001
C (3.756, -2.624, -1.535)  0.000
C (2.653, -1.814, -1.323)  0.001
N (1.568, -2.192, -0.639)  0.018
H (-1.101, -0.654, 1.682)  0.001
H (-0.282, -2.065, 3.313)  0.000
H (0.859, -1.701, 2.024)  0.000
H (-0.871, -4.190, 2.247)  0.000
H (0.864, -4.069, 2.525)  0.000
H (-0.574, -3.579, -0.119)  0.000
H (0.250, -5.058, 0.308)  0.000
H (2.551, -5.312, 0.097)  0.000
H (4.596, -4.561, -1.112)  0.000
H (4.600, -2.242, -2.093)  0.000
H (2.649, -0.791, -1.681)  0.001

Cartesian forces, eV/Å:
Fe -0.31 0.79 -0.13
C -0.02 0.08 0.08
S 0.04 -0.03 0.00
C -0.11 -0.07 -0.19
S -0.01 -0.02 0.09
N 0.04 0.17 0.05
N 0.37 -0.16 0.16
C -0.14 -0.03 -0.22
C 0.01 -0.10 0.04
C -0.01 -0.04 -0.09
C 0.01 -0.01 -0.09
C -0.02 -0.01 0.07
C 0.01 0.10 -0.03
N -0.02 -0.18 0.16
H 0.02 0.00 -0.03
H 0.02 0.02 -0.04
H -0.02 -0.03 0.01
H -0.02 0.05 -0.03
H 0.00 0.00 0.01
H 0.00 0.00 0.00
H -0.01 0.00 0.00
H 0.05 -0.07 0.02
C -0.02 0.01 0.07
Si 0.05 0.03 -0.07
C -0.03 0.01 -0.05
C 0.05 -0.04 0.06
N 0.15 -0.26 0.15
C -0.04 0.06 0.02
C 0.01 0.03 0.12
C 0.10 -0.04 0.03
C -0.06 -0.02 -0.08
C -0.01 0.07 0.01
C -0.09 -0.05 0.15
N 0.00 0.07 -0.20
Si -0.05 -0.08 0.02
C -0.07 0.06 0.06
C 0.03 0.01 -0.01
C 0.01 -0.04 -0.01
H -0.03 0.01 0.00
H 0.05 0.03 0.01
H 0.02 -0.03 -0.03
H 0.01 0.01 -0.03
H 0.01 -0.02 0.02
H -0.02 0.00 0.01
H -0.03 -0.04 0.02
H 0.02 0.07 0.01
H -0.01 0.00 -0.05
H -0.07 -0.01 -0.07
H -0.01 0.00 0.00
H 0.00 0.00 0.00
H 0.05 -0.02 -0.01
H -0.04 0.04 0.00
H 0.04 0.00 0.02
H 0.01 -0.01 -0.05
H 0.02 -0.01 -0.01
H 0.01 0.03 0.02
H -0.01 -0.02 0.00
H 0.05 0.00 0.03
H 0.02 -0.01 0.02
H 0.00 -0.05 -0.03
O -0.13 -0.19 0.15
C 0.00 -0.02 0.01
C 0.01 -0.04 0.01
C -0.06 0.01 -0.04
C 0.11 0.00 -0.01
C 0.01 0.02 0.01
C -0.03 0.00 0.01
C 0.00 0.02 0.00
C -0.05 0.04 0.07
N -0.05 -0.15 -0.12
H 0.14 0.07 -0.08
H -0.01 -0.04 0.01
H 0.08 0.05 -0.03
H 0.00 0.01 0.00
H -0.01 -0.01 -0.01
H -0.01 0.02 0.00
H 0.01 -0.01 0.02
H 0.01 0.00 -0.01
H -0.01 0.01 0.00
H 0.01 -0.02 0.00
H 0.00 -0.01 -0.01

(3)
Below is C21H32Cl5N6NiS3Si2Te as an isolated structure, with properties calculated with ωB97M-V with the def2-TZVPD basis set.

Results
Orbital gap (spin up / spin down): 6.9 / 7.0 eV
ΔE to the lowest compared entry with this formula, charge and spin: 0.0 kcal/mol
Net charge: +1
E: -190445.903 eV
Multiplicity: 1
E_HOMO (spin up / spin down): -9.4948 / -9.4946 eV

Last column: Mulliken charge in e.
Atoms and positions in Å:
Ni (0.282, 0.529, -0.377)  -0.742
Cl (2.536, 1.873, 1.051)  -0.110
C (3.039, 0.922, -0.318)  1.506
C (2.051, 0.305, -1.081)  -2.498
C (2.491, -0.368, -2.222)  1.551
Cl (1.347, -1.099, -3.298)  -0.085
C (3.847, -0.478, -2.549)  0.421
Cl (4.348, -1.347, -3.942)  -0.168
C (4.806, 0.127, -1.736)  0.276
Cl (6.472, 0.002, -2.123)  -0.160
C (4.399, 0.851, -0.616)  -0.140
Cl (5.565, 1.636, 0.369)  -0.159
N (-2.237, 3.101, -0.016)  -0.255
C (-2.191, 2.027, 0.785)  0.474
N (-1.321, 1.037, 0.716)  0.377
C (-1.539, 0.134, 1.756)  -0.580
C (-2.576, 0.406, 2.566)  -0.092
S (-3.344, 1.864, 2.065)  -0.215
C (-0.581, -0.953, 1.856)  -0.554
C (-0.613, -2.017, 2.676)  -0.182
S (0.751, -3.026, 2.378)  -0.216
C (1.291, -1.932, 1.149)  0.297
N (0.505, -0.885, 0.984)  0.690
N (2.396, -2.224, 0.451)  -0.087
H (-1.620, 3.156, -0.811)  0.006
H (-2.932, 3.810, 0.128)  0.213
H (-2.912, -0.136, 3.433)  0.436
H (-1.351, -2.276, 3.415)  0.468
H (2.957, -3.019, 0.696)  0.219
H (2.707, -1.612, -0.285)  0.004
N (1.736, 3.329, -2.231)  -0.325
C (0.794, 2.669, -2.890)  0.890
N (0.704, 2.818, -4.209)  -0.391
S (-0.388, 1.691, -2.124)  -0.656
H (2.473, 3.824, -2.709)  0.213
H (1.826, 3.189, -1.236)  0.112
H (1.304, 3.442, -4.723)  0.202
H (0.029, 2.273, -4.718)  0.214
C (1.428, -4.866, -1.522)  -0.291
Si (-0.149, -5.260, -2.455)  0.097
C (-0.383, -7.113, -2.562)  -1.011
C (-0.049, -4.521, -4.171)  -0.784
C (-1.616, -4.556, -1.507)  -0.920
Te (-1.694, -2.426, -1.298)  -0.077
C (-2.525, -1.938, -3.214)  -0.606
Si (-4.285, -1.282, -3.057)  0.104
C (-4.860, -0.702, -4.741)  -1.053
C (-4.267, 0.170, -1.869)  -0.713
C (-5.398, -2.640, -2.420)  -1.038
H (2.300, -5.092, -2.140)  0.408
H (1.508, -5.452, -0.603)  0.339
H (1.465, -3.806, -1.261)  -0.349
H (0.454, -7.584, -3.080)  0.306
H (-1.295, -7.368, -3.105)  0.303
H (-0.451, -7.559, -1.567)  0.311
H (0.766, -4.992, -4.726)  0.339
H (0.157, -3.449, -4.129)  0.071
H (-0.966, -4.671, -4.745)  0.343
H (-1.599, -4.925, -0.478)  0.541
H (-2.570, -4.876, -1.933)  0.457
H (-2.479, -2.841, -3.823)  0.286
H (-1.857, -1.202, -3.668)  0.326
H (-4.202, 0.074, -5.139)  0.296
H (-5.870, -0.288, -4.694)  0.329
H (-4.874, -1.527, -5.457)  0.316
H (-3.617, 0.966, -2.241)  0.206
H (-3.906, -0.140, -0.885)  0.050
H (-5.268, 0.588, -1.739)  0.478
H (-5.422, -3.481, -3.117)  0.313
H (-6.423, -2.285, -2.296)  0.354
H (-5.049, -3.009, -1.453)  0.313

Cartesian forces, eV/Å:
Ni 0.26 0.03 0.19
Cl -0.06 0.05 0.06
C 0.11 -0.05 -0.16
C -0.10 0.18 -0.13
C 0.01 0.05 -0.07
Cl -0.05 0.04 0.13
C 0.03 0.04 0.04
Cl -0.01 0.00 -0.01
C -0.05 -0.03 -0.02
Cl 0.01 0.00 0.01
C -0.03 0.01 0.04
Cl -0.02 0.00 0.01
N 0.08 0.05 0.01
C -0.06 -0.05 0.00
N -0.02 -0.15 0.06
C -0.02 0.01 0.01
C 0.02 0.00 0.01
S 0.01 0.00 -0.02
C 0.01 0.00 -0.01
C 0.00 0.00 -0.01
S 0.02 0.02 -0.03
C 0.04 -0.12 -0.02
N -0.07 0.04 -0.06
N 0.05 0.19 0.16
H -0.03 -0.02 -0.01
H -0.03 -0.01 -0.04
H 0.00 0.00 0.00
H 0.00 0.00 0.00
H -0.03 -0.04 -0.04
H -0.01 -0.03 0.01
N 0.06 -0.12 0.11
C -0.01 -0.08 -0.07
N 0.05 0.02 0.04
S -0.06 0.03 -0.25
H 0.01 0.00 0.01
H 0.00 0.01 0.02
H -0.01 0.02 -0.01
H 0.00 -0.03 0.01
C -0.01 0.01 -0.02
Si -0.04 0.02 -0.03
C 0.02 0.01 -0.01
C 0.00 0.02 0.02
C -0.01 -0.08 -0.02
Te -0.02 -0.03 0.09
C -0.03 0.10 0.04
Si 0.02 0.00 -0.03
C 0.01 0.00 0.01
C 0.00 0.00 0.02
C 0.03 -0.01 -0.01
H 0.01 -0.01 0.01
H -0.03 0.00 0.01
H -0.02 -0.02 -0.07
H 0.00 0.00 0.00
H 0.00 0.00 0.00
H 0.00 0.00 0.00
H 0.00 0.01 -0.01
H -0.03 -0.04 0.00
H -0.01 -0.02 0.02
H -0.02 -0.01 -0.01
H -0.01 0.03 0.02
H 0.02 -0.05 0.00
H 0.00 -0.03 -0.01
H 0.00 0.00 0.00
H 0.00 0.00 0.00
H 0.00 0.00 -0.01
H 0.03 0.04 0.00
H 0.01 0.01 0.02
H 0.01 -0.01 -0.02
H 0.00 0.00 0.01
H 0.01 0.01 0.00
H -0.01 -0.01 0.01

(4)
Below is C40H36BrCl2INSSbW as an isolated structure at a distorted geometry, with properties calculated with ωB97M-V with the def2-TZVPD basis set.

Results
Orbital gap (spin up / spin down): 7.5 / 6.4 eV
⟨S²⟩: 2.033
ΔE to the lowest compared entry with this formula, charge and spin: 12.1 kcal/mol
Net charge: +2
E: -165926.536 eV
Multiplicity: 3
E_HOMO (spin up / spin down): -13.3301 / -13.3346 eV

Last column: Löwdin spin population.
Atoms and positions in Å:
W (-0.397, -0.475, 0.352)  1.728
C (3.414, -0.850, 1.437)  0.007
C (3.073, -2.094, 0.617)  0.003
C (3.094, -3.351, 1.478)  0.000
C (1.786, -1.930, -0.171)  0.024
C (1.743, -1.008, -1.252)  0.041
C (0.665, -0.962, -2.113)  0.035
C (-0.485, -1.763, -1.910)  0.032
C (-1.648, -1.691, -2.851)  0.006
C (-0.472, -2.641, -0.816)  0.018
C (0.653, -2.729, 0.034)  0.021
H (4.379, -0.982, 1.926)  0.001
H (2.661, -0.686, 2.214)  0.003
H (3.484, 0.040, 0.812)  0.001
H (3.848, -2.204, -0.150)  0.000
H (2.375, -3.291, 2.296)  0.000
H (4.084, -3.469, 1.918)  0.000
H (2.888, -4.247, 0.892)  0.000
H (2.584, -0.343, -1.413)  0.003
H (0.667, -0.256, -2.932)  0.000
H (-1.419, -2.259, -3.755)  0.001
H (-1.846, -0.662, -3.150)  0.001
H (-2.548, -2.113, -2.408)  0.001
H (-1.338, -3.260, -0.617)  0.002
H (0.629, -3.424, 0.864)  0.000
S (-0.909, 1.342, -1.139)  0.055
Sb (0.165, 3.336, -0.478)  0.031
C (0.941, 3.377, 1.460)  0.004
C (0.841, 4.559, 2.183)  0.001
C (1.444, 4.636, 3.430)  0.001
C (2.144, 3.549, 3.934)  0.001
C (2.239, 2.370, 3.206)  0.002
C (1.635, 2.284, 1.962)  0.020
C (1.762, 3.599, -1.798)  0.007
C (3.065, 3.361, -1.372)  0.002
C (4.108, 3.503, -2.275)  0.000
C (3.846, 3.881, -3.586)  0.002
C (2.543, 4.123, -4.003)  0.000
C (1.491, 3.980, -3.110)  0.002
C (-1.241, 4.848, -0.769)  0.003
C (-2.599, 4.566, -0.677)  0.000
C (-3.508, 5.598, -0.847)  0.000
C (-3.060, 6.888, -1.102)  0.000
C (-1.701, 7.159, -1.192)  0.000
C (-0.778, 6.136, -1.028)  0.001
H (0.294, 5.410, 1.792)  0.000
H (1.370, 5.549, 4.004)  0.000
H (2.621, 3.619, 4.902)  0.000
H (2.782, 1.525, 3.608)  0.000
H (1.701, 1.368, 1.388)  0.021
H (3.274, 3.099, -0.340)  0.000
H (5.127, 3.333, -1.952)  0.000
H (4.664, 3.997, -4.284)  0.000
H (2.345, 4.429, -5.021)  0.000
H (0.477, 4.180, -3.435)  0.000
H (-2.945, 3.559, -0.477)  0.000
H (-4.568, 5.394, -0.782)  0.000
H (-3.775, 7.688, -1.235)  0.000
H (-1.357, 8.164, -1.395)  0.000
H (0.282, 6.347, -1.109)  0.000
Cl (-2.706, -2.418, 1.943)  0.020
C (-3.166, -0.950, 2.746)  -0.012
C (-4.220, -0.960, 3.638)  0.002
C (-4.602, 0.227, 4.243)  -0.013
C (-3.954, 1.417, 3.939)  0.002
C (-2.898, 1.410, 3.048)  -0.011
Cl (-2.108, 2.887, 2.627)  -0.002
C (-2.463, 0.225, 2.458)  0.000
N (-1.386, 0.162, 1.602)  -0.085
H (-4.735, -1.885, 3.854)  0.000
H (-5.423, 0.228, 4.945)  -0.001
H (-4.267, 2.350, 4.386)  0.000
Br (-0.436, 1.068, 5.668)  0.000
C (1.303, 0.333, 5.705)  0.000
C (2.285, 1.010, 6.418)  0.000
C (3.587, 0.533, 6.433)  0.000
C (3.912, -0.623, 5.736)  0.000
C (2.930, -1.307, 5.039)  0.000
C (1.626, -0.829, 5.021)  0.000
I (0.190, -1.942, 3.984)  0.013
H (2.016, 1.903, 6.964)  0.000
H (4.343, 1.060, 6.998)  0.000
H (4.923, -1.006, 5.752)  0.000
H (3.174, -2.223, 4.516)  0.000

Cartesian forces, eV/Å:
W 0.43 0.52 -1.27
C -0.07 0.01 0.01
C 0.01 -0.05 -0.01
C 0.02 -0.01 0.00
C 0.21 0.23 -0.16
C 0.23 -0.28 0.54
C -0.37 -0.17 -0.09
C 0.14 -0.01 0.00
C 0.00 0.00 -0.02
C -0.08 0.13 0.13
C -0.18 0.03 0.25
H -0.01 0.00 0.01
H 0.01 0.02 -0.01
H -0.01 0.07 -0.02
H -0.03 0.01 -0.02
H -0.01 -0.01 0.00
H 0.01 0.00 -0.01
H 0.00 -0.02 0.01
H 0.03 -0.05 -0.04
H 0.01 -0.01 -0.01
H 0.01 0.00 0.00
H -0.01 0.00 0.00
H 0.00 0.00 0.01
H 0.04 -0.03 -0.03
H 0.02 -0.03 -0.06
S -0.07 0.19 0.00
Sb -0.07 0.09 0.09
C 0.05 -0.04 -0.13
C -0.01 -0.01 -0.02
C 0.01 0.01 0.01
C -0.01 0.00 0.01
C -0.02 0.00 -0.08
C -0.01 0.06 0.07
C -0.11 -0.01 0.03
C 0.01 0.03 0.05
C 0.01 0.00 -0.01
C -0.01 -0.01 0.02
C 0.00 0.00 0.00
C 0.04 -0.01 -0.01
C 0.12 -0.08 0.01
C 0.00 0.02 0.02
C 0.00 0.01 0.00
C 0.01 -0.02 0.00
C 0.00 0.00 0.00
C -0.03 0.00 -0.01
H -0.01 0.02 0.00
H 0.00 0.01 0.01
H -0.01 0.00 0.01
H 0.03 -0.04 0.01
H 0.06 -0.07 -0.01
H -0.01 -0.01 -0.02
H 0.01 0.00 0.00
H 0.00 0.00 -0.01
H 0.01 0.00 -0.01
H 0.00 -0.01 -0.01
H 0.00 0.00 0.00
H -0.01 0.01 0.00
H -0.01 0.01 0.00
H 0.00 0.01 0.00
H 0.01 0.01 -0.01
Cl -0.06 -0.06 0.05
C -0.06 0.01 0.05
C 0.03 -0.04 -0.01
C 0.06 0.08 -0.03
C -0.07 -0.04 0.04
C 0.01 0.07 -0.02
Cl 0.01 0.00 0.06
C 0.06 0.06 -0.02
N -0.37 -0.55 0.62
H -0.01 -0.01 -0.01
H -0.01 0.01 0.00
H 0.00 0.01 0.00
Br 0.01 0.00 0.02
C -0.08 0.09 -0.01
C 0.05 -0.01 0.05
C -0.06 -0.02 -0.02
C -0.02 0.04 0.02
C 0.05 0.01 0.01
C -0.04 -0.16 -0.10
I 0.08 0.03 0.05
H 0.01 0.00 0.01
H 0.01 0.01 0.01
H 0.01 0.00 0.01
H 0.00 -0.01 0.02